*a*
Here is 15 unconnected molecules or ions with the total composition C60H105N15 from the OMol25 dataset. Energies are from ωB97M-V/def2-TZVPD.

Cartesian coordinates (Å):
C -1.774 0.724 -6.637
C -2.785 0.531 -5.441
C -2.128 0.598 -4.090
C -1.427 1.869 -3.811
N -0.932 2.898 -3.643
H -2.169 0.434 -7.630
H -0.943 0.035 -6.484
H -1.277 1.693 -6.587
H -3.277 -0.454 -5.383
H -3.649 1.252 -5.532
H -1.361 -0.173 -3.911
H -2.824 0.462 -3.318
C 1.088 2.497 4.655
C 2.270 3.425 4.654
C 1.981 4.769 5.287
C 0.811 5.386 4.713
N -0.067 5.857 4.145
H 0.405 2.798 3.840
H 0.528 2.415 5.546
H 1.374 1.478 4.336
H 2.718 3.563 3.581
H 3.030 3.024 5.352
H 2.821 5.450 5.253
H 1.807 4.776 6.383
C -5.917 -0.820 -3.590
C -6.374 -1.273 -2.240
C -5.948 -0.392 -1.067
C -4.471 -0.272 -1.117
N -3.333 -0.268 -1.271
H -4.803 -1.074 -3.578
H -5.936 0.311 -3.748
H -6.388 -1.386 -4.373
H -6.027 -2.260 -2.022
H -7.480 -1.288 -2.178
H -6.243 -0.858 -0.117
H -6.361 0.637 -1.179
C 0.448 7.165 -0.421
C 0.006 5.816 0.066
C 1.054 4.759 -0.070
C 1.411 4.600 -1.496
N 1.697 4.569 -2.609
H -0.398 7.836 -0.368
H 0.868 7.125 -1.466
H 1.225 7.573 0.239
H -0.908 5.535 -0.472
H -0.192 5.882 1.188
H 0.744 3.772 0.347
H 2.025 5.054 0.343
C 6.957 -1.144 3.677
C 6.107 -0.322 4.512
C 4.828 -1.002 4.957
C 3.829 -1.012 3.879
N 3.140 -0.898 2.983
H 7.145 -2.127 4.120
H 7.930 -0.714 3.376
H 6.462 -1.376 2.675
H 5.798 0.670 4.070
H 6.636 -0.037 5.415
H 4.389 -0.450 5.829
H 5.076 -1.988 5.312
C 0.683 -0.240 -1.406
C 1.142 -0.008 0.026
C 0.037 -0.637 0.946
C -0.151 -2.094 0.788
N -0.229 -3.204 0.555
H 0.724 -1.332 -1.515
H 1.381 0.215 -2.137
H -0.378 0.111 -1.560
H 1.269 1.022 0.315
H 1.969 -0.562 0.381
H -0.846 -0.053 0.788
H 0.365 -0.503 1.994
C -4.889 5.541 -2.042
C -3.530 4.938 -1.655
C -3.472 3.458 -1.519
C -4.476 3.008 -0.527
N -5.321 2.778 0.227
H -4.767 6.191 -2.855
H -5.260 6.090 -1.179
H -5.558 4.733 -2.313
H -3.321 5.467 -0.721
H -2.741 5.274 -2.371
H -2.487 3.137 -1.186
H -3.687 3.098 -2.518
C -0.902 -4.817 -2.238
C -0.329 -3.701 -3.147
C -1.064 -3.611 -4.483
C -2.491 -3.256 -4.316
N -3.621 -3.021 -4.185
H -1.917 -4.687 -2.156
H -0.517 -4.843 -1.192
H -0.702 -5.807 -2.644
H 0.666 -4.029 -3.481
H -0.365 -2.745 -2.697
H -0.906 -4.485 -5.109
H -0.619 -2.771 -5.036
C -4.938 -6.428 0.111
C -4.347 -5.461 -0.879
C -3.647 -4.245 -0.312
C -4.459 -3.520 0.652
N -5.045 -2.879 1.401
H -4.187 -6.972 0.667
H -5.603 -7.194 -0.383
H -5.569 -5.995 0.863
H -5.185 -5.159 -1.535
H -3.604 -5.926 -1.547
H -3.483 -3.539 -1.064
H -2.679 -4.545 0.140
C 4.575 3.544 -4.174
C 3.461 3.082 -5.094
C 2.809 1.782 -4.706
C 3.673 0.641 -4.654
N 4.100 -0.422 -4.531
H 5.091 4.308 -4.630
H 5.248 2.725 -3.889
H 4.124 3.923 -3.275
H 3.716 3.036 -6.152
H 2.649 3.849 -5.093
H 1.940 1.548 -5.310
H 2.379 1.864 -3.702
C 3.335 -2.531 -1.752
C 4.464 -3.439 -2.207
C 4.093 -4.762 -2.925
C 3.276 -4.707 -4.165
N 2.610 -4.776 -5.078
H 3.017 -1.811 -2.570
H 3.645 -1.840 -0.985
H 2.518 -3.088 -1.366
H 4.968 -3.843 -1.314
H 5.118 -2.919 -2.917
H 3.549 -5.342 -2.186
H 5.030 -5.272 -3.271
C 5.634 0.622 -0.126
C 4.520 1.495 -0.648
C 4.581 3.019 -0.382
C 4.495 3.401 1.039
N 4.424 3.746 2.137
H 5.361 -0.465 -0.364
H 5.820 0.673 0.982
H 6.550 0.980 -0.577
H 3.539 1.089 -0.272
H 4.459 1.368 -1.766
H 3.791 3.587 -0.925
H 5.606 3.257 -0.719
C -3.467 5.128 4.102
C -3.310 3.651 4.375
C -3.475 2.746 3.118
C -2.373 2.849 2.181
N -1.455 2.873 1.469
H -2.798 5.567 3.339
H -3.211 5.721 4.924
H -4.545 5.253 3.846
H -4.130 3.463 5.086
H -2.415 3.307 4.984
H -4.344 3.021 2.509
H -3.575 1.737 3.491
C -1.633 -2.529 3.586
C -2.534 -2.901 4.749
C -3.299 -4.248 4.446
C -2.273 -5.291 4.326
N -1.392 -6.040 4.240
H -0.848 -1.881 3.987
H -2.193 -2.111 2.754
H -1.138 -3.424 3.138
H -3.288 -2.112 4.871
H -1.970 -3.010 5.575
H -3.794 -4.205 3.502
H -3.908 -4.513 5.321
C 2.698 -4.026 2.102
C 1.601 -4.199 3.114
C 1.801 -5.197 4.255
C 2.979 -4.793 5.093
N 3.910 -4.393 5.644
H 3.645 -4.089 2.638
H 2.705 -3.076 1.680
H 2.631 -4.807 1.347
H 0.695 -4.466 2.607
H 1.428 -3.289 3.649
H 2.035 -6.180 3.774
H 0.914 -5.300 4.914

LUMO energy: 0.465 eV
Total charge: 0
M: 1036.6 u

*b*
Here is 15 unconnected molecules or ions with the total composition C60H105N15 from the OMol25 dataset. Energies are from ωB97M-V/def2-TZVPD.

Cartesian coordinates (Å):
C -1.613 0.102 -0.236
C -0.887 0.712 0.953
C 0.606 0.296 0.971
C 1.242 0.525 -0.302
N 1.729 0.706 -1.347
H -2.675 0.398 -0.296
H -1.690 -0.992 -0.174
H -1.224 0.390 -1.218
H -1.346 0.359 1.875
H -0.885 1.802 0.889
H 0.715 -0.769 1.204
H 1.083 0.881 1.759
C -3.672 3.282 3.433
C -3.070 4.599 2.923
C -2.592 4.483 1.487
C -3.507 3.863 0.583
N -4.153 3.399 -0.221
H -3.647 3.198 4.520
H -3.035 2.435 3.120
H -4.650 3.038 3.019
H -2.194 4.894 3.499
H -3.810 5.400 2.994
H -1.656 3.912 1.482
H -2.298 5.451 1.072
C -4.534 0.202 1.829
C -5.877 0.349 1.134
C -6.894 -0.727 1.544
C -7.252 -0.660 2.966
N -7.533 -0.563 4.105
H -4.628 0.414 2.902
H -3.873 1.002 1.503
H -4.127 -0.804 1.707
H -5.780 0.410 0.053
H -6.281 1.304 1.498
H -6.487 -1.729 1.344
H -7.824 -0.628 0.978
C 1.238 0.094 -4.551
C 0.869 -0.289 -5.975
C 1.722 -1.407 -6.573
C 3.149 -1.095 -6.701
N 4.246 -0.856 -6.787
H 2.221 0.548 -4.476
H 1.135 -0.752 -3.861
H 0.507 0.793 -4.136
H 1.035 0.597 -6.599
H -0.165 -0.600 -6.117
H 1.353 -1.651 -7.575
H 1.605 -2.320 -5.982
C 2.632 6.393 -1.198
C 3.627 5.392 -0.589
C 3.093 3.961 -0.564
C 1.894 3.835 0.236
N 0.960 3.754 0.842
H 1.658 6.294 -0.721
H 2.543 6.221 -2.276
H 2.991 7.417 -1.108
H 3.820 5.709 0.446
H 4.581 5.441 -1.116
H 3.880 3.297 -0.219
H 2.862 3.648 -1.589
C -1.743 -1.480 -3.385
C -2.000 -2.877 -3.923
C -3.122 -2.936 -4.970
C -3.029 -1.844 -5.950
N -2.956 -0.998 -6.706
H -1.218 -1.477 -2.437
H -2.699 -0.962 -3.218
H -1.207 -0.895 -4.127
H -2.350 -3.503 -3.094
H -1.075 -3.331 -4.283
H -4.071 -2.807 -4.441
H -3.143 -3.868 -5.528
C 7.142 3.307 1.985
C 6.355 3.348 3.281
C 4.876 3.525 3.059
C 4.308 2.413 2.307
N 3.826 1.547 1.722
H 8.138 2.932 2.233
H 7.285 4.274 1.505
H 6.687 2.614 1.278
H 6.759 4.111 3.937
H 6.483 2.371 3.748
H 4.638 4.429 2.493
H 4.320 3.503 4.002
C -0.061 3.718 -2.588
C -1.529 3.520 -2.208
C -2.348 4.774 -2.461
C -1.831 5.966 -1.790
N -1.419 6.913 -1.226
H 0.056 4.126 -3.600
H 0.468 2.760 -2.617
H 0.488 4.348 -1.885
H -1.580 3.186 -1.169
H -1.943 2.682 -2.774
H -3.395 4.662 -2.191
H -2.312 5.005 -3.534
C -1.294 -7.150 0.043
C -2.802 -6.914 -0.109
C -3.121 -5.570 -0.768
C -2.469 -4.424 -0.164
N -1.957 -3.481 0.299
H -0.815 -7.102 -0.941
H -1.052 -8.110 0.493
H -0.835 -6.360 0.646
H -3.321 -6.948 0.858
H -3.246 -7.726 -0.689
H -4.199 -5.388 -0.791
H -2.823 -5.552 -1.826
C -1.698 -5.154 4.887
C -1.421 -5.106 3.400
C -0.359 -4.083 3.098
C -0.743 -2.712 3.413
N -1.008 -1.629 3.655
H -2.413 -5.930 5.161
H -2.097 -4.204 5.267
H -0.793 -5.314 5.485
H -2.353 -4.856 2.895
H -1.047 -6.088 3.116
H -0.083 -4.057 2.042
H 0.510 -4.327 3.715
C 6.800 0.509 -2.184
C 5.773 1.304 -3.002
C 5.661 0.891 -4.452
C 6.886 1.083 -5.199
N 7.840 1.228 -5.793
H 6.849 0.927 -1.183
H 7.797 0.562 -2.629
H 6.495 -0.538 -2.141
H 5.938 2.380 -2.891
H 4.787 1.111 -2.563
H 4.857 1.460 -4.902
H 5.468 -0.182 -4.454
C 3.307 -2.153 -2.185
C 2.588 -2.623 -0.916
C 1.099 -2.835 -1.096
C 0.749 -3.958 -1.956
N 0.454 -4.817 -2.629
H 4.371 -2.393 -2.174
H 3.235 -1.065 -2.243
H 2.883 -2.598 -3.088
H 2.763 -1.895 -0.114
H 3.098 -3.514 -0.527
H 0.613 -1.947 -1.516
H 0.607 -2.972 -0.126
C -4.695 -2.104 -1.715
C -6.109 -2.688 -1.510
C -6.594 -3.407 -2.743
C -5.662 -4.419 -3.249
N -4.940 -5.216 -3.650
H -4.252 -1.742 -0.780
H -4.765 -1.243 -2.387
H -3.969 -2.834 -2.076
H -6.779 -1.870 -1.260
H -6.043 -3.370 -0.658
H -6.841 -2.747 -3.577
H -7.506 -3.989 -2.539
C 3.033 -2.445 3.318
C 2.537 -1.176 3.988
C 2.466 -1.248 5.507
C 1.659 -2.332 6.056
N 1.037 -3.162 6.499
H 3.419 -2.208 2.322
H 2.247 -3.186 3.203
H 3.858 -2.914 3.866
H 1.543 -0.992 3.567
H 3.143 -0.305 3.740
H 2.105 -0.299 5.900
H 3.465 -1.423 5.922
C -0.115 2.500 4.613
C 0.765 3.719 4.526
C 1.602 3.939 5.757
C 2.681 2.985 5.974
N 3.566 2.269 6.111
H -0.782 2.495 3.752
H -0.722 2.452 5.518
H 0.514 1.606 4.613
H 0.212 4.641 4.330
H 1.428 3.652 3.656
H 0.957 3.963 6.639
H 2.124 4.905 5.738

LUMO energy: 0.112 eV
Total charge: 0
M: 1036.6 u

We find *b* to be the most stable, with the next structure 64.1 kcal/mol higher.

*a*
Here is 2 unconnected molecules or ions with the total composition C2H4O2S from the OMol25 dataset. Energies are from ωB97M-V/def2-TZVPD.

Cartesian coordinates (Å):
O -0.846 -1.885 -0.382
C -1.352 -0.836 -0.259
C -1.193 0.565 -0.027
O -2.310 -0.114 -0.723
H -1.493 1.076 0.888
H -0.426 1.077 -0.661
S 2.019 -0.134 0.042
H 2.982 -0.705 0.886
H 2.620 0.957 0.235

LUMO energy: 0.576 eV
Total charge: 0
M: 92.1 u
SMILES: O=C1CO1.S

*b*
Here is 2 unconnected molecules or ions with the total composition C2H4O2S from the OMol25 dataset. Energies are from ωB97M-V/def2-TZVPD.

Cartesian coordinates (Å):
S -2.134 -0.740 -0.119
C -1.127 0.407 0.450
C 0.109 0.925 1.096
O -0.899 1.718 0.388
H 0.121 0.861 2.217
H 1.041 0.717 0.561
O 0.906 -1.040 -1.184
H 1.621 -1.641 -1.477
H 0.362 -1.208 -1.932

LUMO energy: 0.395 eV
Total charge: 0
M: 92.1 u
SMILES: S=C1CO1.O

*c*
Here is 2 unconnected molecules or ions with the total composition C2H4O2S from the OMol25 dataset. Energies are from ωB97M-V/def2-TZVPD.

Cartesian coordinates (Å):
C 1.762 -0.566 0.256
C -0.853 0.534 -0.164
O -3.208 -0.146 -0.430
O 1.787 -1.001 -0.874
S -2.376 1.050 -0.323
H 2.518 -0.005 0.683
H 1.008 -0.777 0.893
H -0.091 1.377 0.088
H -0.546 -0.466 -0.129

LUMO energy: -0.382 eV
Total charge: 0
M: 92.1 u

We find *a* to be the most stable, with the next structure 3.0 kcal/mol higher.

*a*
Here is a molecular structure, C5H9N2 from the OMol25 dataset. Energies are from ωB97M-V/def2-TZVPD.

Cartesian coordinates (Å):
C -0.052 -1.874 0.514
C 0.627 -1.526 -0.764
C -1.206 -0.244 0.068
C -1.908 0.929 -0.212
C 1.328 0.565 0.517
N -1.500 -1.441 0.428
N 0.286 -0.447 0.100
H 0.338 -2.358 1.539
H 0.009 -1.516 -1.695
H 1.657 -1.740 -0.987
H -2.336 1.018 -1.230
H -1.237 1.823 -0.218
H -2.958 0.994 0.224
H 1.475 0.551 1.614
H 2.300 0.234 -0.009
H 1.135 1.527 0.238

LUMO energy: -3.865 eV
Total charge: +1
M: 97.1 u

*b*
Here is a molecular structure, C5H9N2 from the OMol25 dataset. Energies are from ωB97M-V/def2-TZVPD.

Cartesian coordinates (Å):
C -2.436 0.591 0.710
C 1.799 -0.438 -0.470
C -1.278 0.121 1.109
C 0.451 0.123 -0.857
C -0.031 -0.149 0.353
N -0.071 0.605 -2.028
N 1.163 -0.712 0.906
H -3.116 0.781 1.536
H -2.676 0.941 -0.299
H 2.073 -1.224 -1.190
H 2.694 0.171 -0.247
H -1.230 0.212 2.136
H 0.515 1.052 -2.725
H -0.949 1.016 -1.790
H 1.307 -1.659 1.245
H 1.560 -0.230 1.722

LUMO energy: -3.350 eV
Total charge: +1
M: 97.1 u

We find *b* to be the most stable, with the next structure 36.1 kcal/mol higher.

*a*
Here is a gas-phase ion, C5H9N2 (charge +1) from the OMol25 dataset. Energies are from ωB97M-V/def2-TZVPD.

Cartesian coordinates (Å):
C 1.853 1.042 1.479
C 0.875 -0.170 1.683
N 0.011 -0.281 0.541
N 0.388 -0.098 -1.044
C -0.839 -0.372 -1.281
C -1.650 -0.561 -2.490
C -1.211 -0.479 0.216
H 2.604 0.886 0.766
H 1.481 2.023 1.140
H 2.450 1.290 2.294
H 0.262 0.001 2.624
H 1.492 -1.006 1.905
H -1.032 -0.320 -3.389
H -2.565 0.101 -2.640
H -2.022 -1.682 -2.607
H -2.097 -0.374 0.803

LUMO energy: -6.083 eV
Total charge: +1
M: 97.1 u
SMILES: CC[N+]1=NC(C)=C1

*b*
Here is a gas-phase ion, C5H9N2 (charge +1) from the OMol25 dataset. Energies are from ωB97M-V/def2-TZVPD.

Cartesian coordinates (Å):
C 0.777 2.044 2.246
C 1.425 2.774 2.936
C 0.044 1.000 1.545
C 0.492 0.915 0.044
C -0.772 -1.140 -0.802
N 1.701 1.407 -0.354
N 0.519 -0.548 -0.413
H 0.237 0.047 2.046
H -1.019 1.231 1.631
H -0.331 1.392 -0.531
H -1.481 -1.079 0.023
H -1.178 -0.607 -1.662
H -0.638 -2.186 -1.071
H 1.940 2.322 0.005
H 1.181 -0.538 -1.206
H 0.965 -1.114 0.319

LUMO energy (alpha / beta): -5.669 / -6.281 eV
Total charge: +1
M: 97.1 u

*c*
Here is 2 unconnected molecules or ions with the total composition C5H9N2 from the OMol25 dataset. Energies are from ωB97M-V/def2-TZVPD.

Cartesian coordinates (Å):
C -0.663 2.413 -1.211
C 2.538 -2.423 -0.461
C 0.742 -0.970 0.517
C -1.368 1.791 -0.290
C -1.930 1.275 0.785
N 1.692 -1.694 0.075
N -0.536 -1.081 0.817
H -0.675 3.496 -1.364
H -0.077 1.955 -2.060
H 2.725 -2.393 -1.490
H 3.123 -3.112 0.147
H 1.114 -0.027 0.760
H -3.013 1.154 0.729
H -1.079 -0.161 1.026
H -1.418 1.480 1.670
H -1.174 -1.704 0.351

LUMO energy: -4.196 eV
Total charge: +1
M: 97.1 u

*d*
Here is a gas-phase ion, C5H9N2 (charge +1) from the OMol25 dataset. Energies are from ωB97M-V/def2-TZVPD.

Cartesian coordinates (Å):
C 2.073 -0.073 -0.808
C 1.099 0.961 -0.123
C -0.223 0.317 0.221
N -0.863 -0.379 -0.708
C -1.968 -1.008 -0.283
C -1.984 -0.565 1.317
N -0.887 0.205 1.410
H 2.597 -0.456 -0.011
H 2.694 0.445 -1.447
H 1.514 -0.783 -1.365
H 0.704 1.789 -0.822
H 1.737 1.487 0.683
H -0.600 -0.368 -1.686
H -2.548 -1.802 -0.623
H -2.808 -0.534 2.078
H -0.536 0.765 2.167

LUMO energy: -3.332 eV
Total charge: +1
M: 97.1 u
SMILES: CCc1[nH]cc[nH+]1

We find *d* to be the most stable, with the next structure 55.1 kcal/mol higher.